No. 1
The following is a DFT calculation (ωB97M-V with the def2-TZVPD basis set) of a 2-piece molecular cluster, C5H14NO overall.

```
! RIJCOSX wB97M-V def2-TZVPD def2/J DEFGRID3
* xyz 1 1
C -1.482 -0.491 -1.770
C -0.272 0.163 -1.052
C 0.738 -1.033 -0.723
C 1.363 -0.906 0.612
C 1.298 -1.870 1.532
N -0.802 0.722 0.246
H -1.608 -1.523 -1.348
H -2.397 0.096 -1.637
H -1.291 -0.637 -2.832
H 0.234 1.020 -1.484
H 1.501 -1.095 -1.558
H 0.180 -1.962 -0.783
H 1.701 0.076 0.876
H 1.557 -1.730 2.585
H 0.928 -2.883 1.424
H 0.060 1.208 0.670
H -1.083 0.060 0.974
H -1.551 1.417 0.146
H 0.812 3.366 0.795
H 0.099 3.008 2.144
O 0.014 2.994 1.182
*
```

Its HOMO energy is -13.7 eV. The relative energy (zero: lowest compared OMol25 entry of this formula, charge and spin) comes out at 1.637 eV.

What are the Mulliken partial charges on each atom? They are as follows, in elementary charge units: -1.25, 0.15, -0.56, -0.24, -0.95, -0.31, 0.33, 0.40, 0.35, 0.36, 0.32, 0.31, 0.54, 0.28, 0.25, 0.31, 0.36, 0.37, 0.33, 0.33, -0.69

---

No. 2
The following is a DFT calculation (ωB97M-V with the def2-TZVPD basis set) of an isolated ion of composition C5H6N3O and charge +1.

```
! RIJCOSX wB97M-V def2-TZVPD def2/J DEFGRID3
* xyz 1 1
C 0.335 -1.521 1.435
C -0.677 -1.013 0.690
C -1.260 0.842 -0.697
C -0.496 1.914 -0.976
C 1.888 -0.425 0.228
N 1.628 -1.289 1.148
N 1.017 0.046 -0.676
N -0.350 -0.383 -0.592
O 0.776 1.869 -0.996
H -0.039 -2.007 2.331
H -1.688 -0.972 1.121
H -2.248 0.899 -0.379
H -1.108 2.883 -1.220
H 2.918 0.006 -0.020
H -0.694 -0.848 -1.398
*
```

Its HOMO energy (alpha / beta) is -14.4 / -14.3 eV. The relative energy (zero: lowest compared OMol25 entry of this formula, charge and spin) comes out at 5.902 eV.

What are the Mulliken partial charges on each atom? They are as follows, in elementary charge units: -0.16, -0.16, -0.68, 0.20, 0.20, -0.42, -0.30, 0.43, -0.29, 0.36, 0.34, 0.45, 0.35, 0.36, 0.32

---

No. 3
The following is a DFT calculation (ωB97M-V with the def2-TZVPD basis set) of a 6-piece molecular cluster, H12O6 overall.

```
! RIJCOSX wB97M-V def2-TZVPD def2/J DEFGRID3
* xyz 0 1
O -0.814 0.577 -0.081
H 0.138 0.685 -0.046
H -1.049 0.176 0.781
O -0.997 -2.120 -1.004
H -0.514 -2.303 -1.778
H -1.889 -2.453 -1.174
O -2.012 0.843 -2.039
H -2.895 0.441 -2.074
H -1.845 1.196 -2.943
O -2.870 -0.237 2.359
H -3.753 -0.530 2.673
H -2.324 -0.482 3.086
O 2.226 3.047 0.200
H 2.494 3.859 0.673
H 2.937 2.670 -0.260
O 4.333 -1.930 0.162
H 3.705 -1.693 0.914
H 5.129 -1.745 0.552
*
```

As for the SMILES: O.O.O.O.O.O. Its HOMO energy is -9.5 eV. The relative energy (zero: lowest compared OMol25 entry of this formula, charge and spin) comes out at 2.847 eV.

What are the Mulliken partial charges on each atom? They are as follows, in elementary charge units: -0.51, 0.24, 0.26, -0.56, 0.29, 0.28, -0.52, 0.26, 0.26, -0.61, 0.30, 0.30, -0.61, 0.31, 0.31, -0.63, 0.33, 0.30

---

No. 4
The following is a DFT calculation (ωB97M-V with the def2-TZVPD basis set) of C4H10N2OS as an isolated structure.

```
! RIJCOSX wB97M-V def2-TZVPD def2/J DEFGRID3
* xyz 0 1
C 1.558 -1.161 -0.085
C 1.452 0.332 0.560
C 0.818 1.288 -0.483
C -1.530 1.391 0.087
H 0.413 -2.954 -0.281
H 2.019 -1.747 0.757
H 2.161 -1.099 -0.902
H 0.826 0.575 1.560
H 2.669 0.512 0.786
H 0.459 0.593 -1.313
H 1.615 1.921 -0.921
H -2.332 2.156 0.376
H -1.259 -0.609 -0.830
H -3.499 -1.090 1.105
N -0.407 2.005 -0.155
N -1.845 0.079 0.071
O 0.274 -1.724 -0.234
S -3.391 -0.468 -0.098
*
```

Its HOMO energy is -8.7 eV. The relative energy (zero: lowest compared OMol25 entry of this formula, charge and spin) comes out at 5.715 eV.

What are the Mulliken partial charges on each atom? They are as follows, in elementary charge units: -0.62, -0.31, -0.52, 0.02, 0.34, 0.35, 0.40, 0.28, 0.26, 0.26, 0.34, 0.31, 0.32, 0.12, -0.57, -0.25, -0.55, -0.18

---

No. 5
The following is a DFT calculation (ωB97M-V with the def2-TZVPD basis set) of C30H45ClO2P2Sc as an isolated structure.

```
! RIJCOSX wB97M-V def2-TZVPD def2/J DEFGRID3
* xyz 1 1
Sc 0.452 -0.041 0.051
C -0.919 -2.015 1.878
C 0.379 -2.282 1.333
C 0.581 -0.674 2.977
C -0.785 -1.014 2.868
C 1.315 -1.438 2.014
C -2.144 -2.840 1.656
H -2.110 -3.405 0.696
H -3.041 -2.207 1.669
H -2.273 -3.593 2.457
C -1.891 -0.485 3.692
H -2.878 -0.705 3.268
H -1.806 0.600 3.794
H -1.877 -0.917 4.702
C 1.133 0.211 4.009
H 1.356 -0.340 4.933
H 0.441 1.014 4.281
H 2.064 0.662 3.674
C 2.796 -1.485 1.944
H 3.210 -2.229 2.645
H 3.238 -0.518 2.210
H 3.156 -1.771 0.950
C 0.761 -3.345 0.349
H 1.348 -4.123 0.879
H 1.400 -2.972 -0.483
H -0.113 -3.863 -0.083
C -1.272 1.198 -2.769
C -1.830 0.005 -3.219
C -1.430 -0.634 -4.563
C 0.037 -0.951 -4.565
C 0.698 -1.106 -3.178
C 1.673 0.034 -3.001
C 1.240 1.509 -3.358
C -0.226 1.909 -3.512
H -1.687 0.018 -5.437
H 0.663 -0.322 -5.212
H -2.007 -1.581 -4.649
H -0.517 1.973 -4.561
H -1.687 1.680 -1.852
H -2.917 -0.112 -3.100
H -0.357 2.933 -3.169
H 1.703 2.302 -2.740
H 2.477 -0.115 -3.752
H 1.685 1.556 -4.363
H 0.168 -1.916 -5.045
H 1.203 -2.071 -3.159
P -2.532 -1.745 -0.871
C -3.849 -0.512 -0.721
C -2.327 -3.059 -2.150
P 2.590 -0.244 -1.430
C -1.175 -0.811 -1.476
C 3.889 -1.464 -1.738
C 3.306 1.390 -0.932
H -3.632 0.210 0.078
H -4.813 -1.000 -0.491
H -3.979 0.082 -1.630
H -1.597 -2.790 -2.919
H -3.283 -3.324 -2.616
H -1.929 -3.950 -1.639
H 2.707 2.305 -1.206
H 4.322 1.425 -1.378
H 3.347 1.291 0.182
H -0.982 0.284 -1.077
H -0.371 -1.269 -2.209
H 4.230 -1.717 -0.725
H 4.726 -1.030 -2.302
H 3.524 -2.366 -2.255
Cl -0.343 6.097 6.013
C -0.330 4.970 4.709
C -1.539 4.469 4.186
C -1.525 3.562 3.108
C -0.281 3.165 2.569
C 0.911 3.610 3.147
C 0.900 4.503 4.221
C -0.117 2.131 1.495
O -1.103 1.451 1.045
O 1.085 1.787 1.122
H -2.475 4.784 4.640
H -2.454 3.183 2.672
H 1.855 3.243 2.741
H 1.838 4.804 4.678
*
```

Its HOMO energy (alpha / beta) is -9.7 / -9.3 eV.

What are the Mulliken partial charges on each atom? They are as follows, in elementary charge units: -1.57, 1.03, 0.49, 1.07, -0.12, 0.81, -1.65, 0.43, 0.43, 0.41, -1.70, 0.36, 0.26, 0.33, -1.78, 0.37, 0.42, 0.31, -1.15, 0.37, 0.32, -0.03, -1.20, 0.45, -0.07, 0.33, 0.00, 0.02, -1.11, -1.32, -0.25, -0.56, -0.92, -1.51, 0.45, 0.40, 0.40, 0.46, 0.84, 0.30, 0.53, 0.05, 0.87, 0.40, 0.55, 0.66, 0.48, -1.34, -1.22, 1.07, 1.89, -1.36, -1.33, 0.26, 0.49, 0.47, 0.27, 0.42, 0.36, 0.37, 0.53, 0.22, -0.73, -0.22, 0.46, 0.49, 0.33, -0.18, 0.37, -0.81, -0.05, 0.12, -0.41, -0.83, 1.43, -0.70, -0.72, 0.42, 0.44, 0.46, 0.40

---

No. 6
The following is a DFT calculation (ωB97M-V with the def2-TZVPD basis set) of C18H27BeBrClFKLi2NO9PS2 as an isolated structure.

```
! RIJCOSX wB97M-V def2-TZVPD def2/J DEFGRID3
* xyz 1 1
O -4.580 -1.581 2.795
P -4.772 -1.539 1.330
C -4.197 0.005 0.585
C -5.079 0.812 0.006
C -4.595 2.063 -0.654
O -5.304 2.542 -1.500
C -3.275 2.596 -0.252
C -2.915 3.920 -0.486
S -3.931 5.154 -1.259
C -1.672 4.408 -0.081
C -0.798 3.541 0.519
C -1.112 2.208 0.751
C -0.053 1.356 1.406
C 1.116 1.071 0.436
C 1.225 -0.374 -0.078
S 0.195 -0.711 -1.501
O -0.627 0.395 -1.859
O 1.109 -1.063 -2.558
O -0.631 -2.001 -1.142
C -2.361 1.725 0.385
C -2.756 0.325 0.646
O -1.993 -0.587 0.893
H -4.065 -2.573 0.680
H -6.118 -1.709 0.948
H -6.143 0.630 -0.039
H -4.479 4.471 -2.333
H -1.412 5.444 -0.235
H 0.170 3.902 0.841
H 0.365 1.969 2.206
H -0.444 0.469 1.874
H 2.064 1.403 0.852
H 0.964 1.699 -0.443
H 2.250 -0.522 -0.415
H 0.959 -1.050 0.733
H -1.369 -2.051 -1.771
Be -2.601 4.537 -3.243
C 3.631 -0.450 -4.082
C 4.801 -0.818 -3.218
O 5.192 -0.105 -2.274
N 5.439 -1.978 -3.484
C 5.134 -2.976 -4.530
H 3.230 0.502 -3.751
H 3.947 -0.352 -5.121
H 2.845 -1.199 -4.005
H 6.223 -2.156 -2.870
H 4.935 -3.929 -4.045
H 6.001 -3.115 -5.217
H 4.271 -2.679 -5.114
C 0.854 -2.755 4.372
C 1.229 -1.287 4.552
O 0.244 -0.449 4.010
H 0.721 -2.987 3.315
H 1.617 -3.425 4.787
H -0.092 -2.960 4.870
H 2.157 -1.074 4.038
H 1.362 -1.045 5.621
H -0.593 -0.617 4.460
Br -4.831 7.168 0.209
O -4.979 -0.373 5.464
H -4.743 -1.210 5.023
F 7.212 -3.920 -6.187
Li 4.116 -1.449 -0.948
K 3.507 -1.817 4.528
Cl -4.274 -0.955 6.935
Li 7.704 -2.474 -5.372
*
```

Its HOMO energy is -6.6 eV.

What are the Mulliken partial charges on each atom? They are as follows, in elementary charge units: -0.55, 0.31, 0.27, -0.78, 0.16, -0.57, -0.19, 0.07, -0.05, -0.94, -0.72, 0.44, -0.75, -1.06, 0.48, 1.14, -0.57, -0.60, -0.46, 0.45, 1.06, -0.58, 0.01, 0.08, 0.40, 0.13, 0.55, 0.45, 0.52, 0.34, 0.54, 0.59, -0.98, 0.46, 0.41, -0.10, -1.17, 0.47, -0.74, -0.08, -0.47, 0.28, 0.46, 0.43, 0.32, 0.25, 0.07, 0.25, -1.29, -0.83, -0.34, 0.31, 0.53, 0.37, 0.54, 0.44, 0.28, -0.66, -0.33, 0.42, -0.86, 0.70, 0.88, -0.06, 0.90

---

No. 7
The following is a DFT calculation (ωB97M-V with the def2-TZVPD basis set) of C11H5CrN2O5 as an isolated structure.

```
! RIJCOSX wB97M-V def2-TZVPD def2/J DEFGRID3
* xyz 1 5
O -0.320 6.391 -1.971
C -0.246 5.271 -1.705
Cr 0.187 1.066 -1.141
O -0.623 3.319 0.780
C -0.332 2.376 0.160
C 0.721 -0.070 -2.574
O 1.051 -0.755 -3.449
C 2.017 1.353 -0.733
O 3.145 1.606 -0.579
C -1.610 0.910 -1.727
O -2.683 0.885 -2.184
H 0.369 2.078 -2.262
N -0.417 -4.683 3.658
C -0.323 -3.787 2.909
C -0.206 -2.686 1.987
C 0.990 -1.971 1.889
C 1.064 -0.910 0.980
N 0.023 -0.560 0.195
C -1.137 -1.247 0.300
C -1.292 -2.319 1.187
H 1.857 -2.217 2.508
H 1.970 -0.303 0.871
H -1.955 -0.906 -0.346
H -2.250 -2.840 1.246
*
```

Its HOMO energy (alpha / beta) is -10.3 / -14.7 eV.

What are the Mulliken partial charges on each atom? They are as follows, in elementary charge units: -0.17, 0.14, -0.57, -0.21, 0.44, 0.56, -0.23, 0.43, -0.23, 0.43, -0.23, 0.25, -0.37, -0.26, 0.70, -0.74, -0.07, 0.19, -0.08, -0.73, 0.48, 0.39, 0.39, 0.48

---

No. 8
The following is a DFT calculation (ωB97M-V with the def2-TZVPD basis set) of one molecule with the formula C4H3NO2.

```
! RIJCOSX wB97M-V def2-TZVPD def2/J DEFGRID3
* xyz 0 1
N 2.224 -0.084 0.366
C 1.152 -0.559 0.189
C -0.094 -1.109 0.123
C -1.129 -0.241 -0.223
C -0.929 1.230 -0.124
O -1.768 1.372 0.810
O -0.073 1.912 -0.663
H 2.932 0.283 -0.256
H -0.204 -2.179 0.257
H -2.111 -0.626 -0.479
*
```

Its HOMO energy (alpha / beta) is -9.5 / -9.5 eV. The relative energy (zero: lowest compared OMol25 entry of this formula, charge and spin) comes out at 2.995 eV.

What are the Mulliken partial charges on each atom? They are as follows, in elementary charge units: -0.24, 0.41, -0.57, -0.11, 0.57, -0.54, -0.63, 0.34, 0.39, 0.38

---

| no. | calculated total energy (eV) |
| --- | --- |
| 1 | -8942.371 |
| 2 | -11785.962 |
| 3 | -12478.267 |
| 4 | -20168.208 |
| 5 | -87723.723 |
| 6 | -172384.717 |
| 7 | -53114.739 |
| 8 | -9778.691 |